Molecular formula: C4H9N2O2
Method: DFT, the ωB97M-V functional and the def2-TZVPD basis

Kohn-Sham gap: 0.2909 Eh
max |F|: 5.44 eV/Å
energy above the lowest of the compared OMol25 structures with the same formula, charge and spin: 495.20 kJ/mol
DFT total energy: -417.694020 Eh
SMILES: CC[C@@H](C)N=[N+]([O-])[O-]
charge: -1

Last column: Löwdin charge in e.
Cartesian coordinates (Å):
C: 0.4331 1.7244 -0.3904  -0.1806
C: 0.6404 -1.9959 0.5981  -0.1090
C: 1.1620 0.4985 0.0372  -0.2106
C: 0.0475 -0.7591 -0.0014  -0.4337
N: -1.1840 -0.4172 0.6215  0.0335
N: -2.0711 0.2460 0.0259  -0.5504
O: -1.9721 0.4734 -1.2175  -0.1436
O: -3.0817 0.6426 0.6592  -0.1169
H: -0.3441 1.5866 -1.1281  0.0281
H: 1.1764 2.5034 -0.8374  0.0774
H: -0.0936 2.3178 0.4877  0.1060
H: 1.5962 -2.1109 0.0885  0.0630
H: 0.5832 -2.0252 1.6874  0.0703
H: -0.0150 -2.7659 0.1662  0.0673
H: 1.8098 0.2577 -0.7196  0.0572
H: 1.3723 0.7060 1.0825  0.0958
H: -0.0595 -0.8823 -1.1598  0.1462